Entry 1:
# C14H21N5O4P2S

An isolated molecule of C14H21N5O4P2S (wB97M-V/def2-TZVPD, the Open Molecules 2025 dataset).

The geometry in ORCA input format:
```
! wB97M-V def2-TZVPD RIJCOSX def2/J DEFGRID3
* xyz 0 1
N 1.32 3.29 2.35
P 1.07 3.20 0.74
C 1.57 1.44 0.25
C 0.57 0.22 0.23
C -0.99 0.45 0.60
C -1.64 1.42 -0.50
C -2.52 0.68 -1.62
C -4.05 0.38 -1.13
N -4.14 0.03 0.32
C -4.65 -1.35 0.47
N -5.74 -1.83 -0.07
N -3.84 -2.31 1.30
C 1.08 -1.21 -0.14
C 0.18 -2.53 -0.15
O -0.49 -2.67 1.13
O 0.36 -2.36 2.16
C 2.57 -1.35 -0.51
C 3.59 -0.18 -0.55
C 3.09 1.25 -0.15
P 4.38 2.62 -0.21
S 5.40 2.59 1.47
C 5.03 -0.67 -1.01
O 6.13 -0.09 -1.09
N 4.76 -2.06 -1.41
C 3.47 -2.59 -0.91
O 3.30 -3.82 -0.84
H 0.42 3.49 2.82
H -0.32 3.48 0.54
H 1.81 4.20 0.03
H -1.07 0.91 1.66
H -1.59 -0.52 0.62
H -0.79 1.97 -1.05
H -2.25 2.25 0.02
H -2.00 -0.24 -2.05
H -2.64 1.42 -2.50
H -4.65 1.33 -1.32
H -4.43 -0.46 -1.84
H -4.73 0.71 0.82
H -5.85 -2.83 0.16
H -3.81 -1.95 2.27
H -2.89 -2.36 0.89
H -0.53 -2.61 -1.04
H 0.90 -3.42 -0.24
H -0.07 -1.58 2.59
H 3.84 3.94 -0.37
H 5.31 2.43 -1.31
H 5.55 -2.71 -1.42
*
```

Properties
SMILES string = [H]/N=C(\N)NCCCCc1c(COO)c2c(c([PH2]=S)c1[PH2]=N)C(=O)NC2=O
E_LUMO = -1.606 eV

Entry 2:
# C14H21N7

A cluster of 7 separate species, C14H21N7 in total (wB97M-V/def2-TZVPD, the Open Molecules 2025 dataset).

The geometry in ORCA input format:
```
! wB97M-V def2-TZVPD RIJCOSX def2/J DEFGRID3
* xyz 0 1
C -1.82 -16.11 -19.26
C -2.28 -17.52 -18.98
N -2.63 -18.59 -18.71
H -2.25 -15.44 -18.51
H -2.14 -15.70 -20.21
H -0.75 -16.25 -19.13
C -9.14 -15.10 -7.16
C -10.52 -15.21 -7.77
N -11.57 -15.26 -8.27
H -8.36 -14.74 -7.84
H -8.66 -15.99 -6.76
H -9.24 -14.42 -6.32
C -4.65 -19.84 -12.11
C -5.26 -21.18 -12.05
N -5.73 -22.24 -12.02
H -4.94 -19.32 -13.03
H -3.60 -20.07 -12.27
H -4.80 -19.13 -11.30
C -5.25 -11.42 -21.78
C -5.56 -12.17 -20.54
N -5.75 -12.85 -19.58
H -4.83 -10.42 -21.65
H -6.18 -11.39 -22.34
H -4.52 -12.05 -22.28
C -4.81 -13.25 -13.55
C -5.89 -14.12 -13.08
N -6.72 -14.82 -12.66
H -5.13 -12.23 -13.75
H -4.38 -13.57 -14.50
H -3.99 -13.15 -12.85
C -1.66 -14.02 -8.36
C -1.20 -14.94 -9.43
N -0.93 -15.67 -10.28
H -1.50 -12.96 -8.54
H -1.00 -14.19 -7.52
H -2.61 -14.41 -7.99
C -5.75 -6.23 -15.15
C -5.78 -4.96 -14.39
N -5.74 -3.96 -13.75
H -6.73 -6.36 -15.60
H -5.66 -7.09 -14.49
H -4.93 -6.29 -15.87
*
```

Properties
Energy relative to the best compared isomer or geometry (same formula, charge and spin) = 42.7 kcal per mole
SMILES string = CC#N.CC#N.CC#N.CC#N.CC#N.CC#N.CC#N
E_LUMO = -0.004 eV

Entry 3:
# C14H22AgClO8

A structure of composition C14H22AgClO8 (wB97M-V/def2-TZVPD, the Open Molecules 2025 dataset).

The geometry in ORCA input format:
```
! wB97M-V def2-TZVPD RIJCOSX def2/J DEFGRID3
* xyz -1 2
Ag -9.40 -13.51 8.11
Cl -10.58 -15.88 9.24
O -9.19 -11.83 9.51
C -7.88 -11.85 9.98
C -7.17 -13.18 9.99
O -7.50 -14.07 8.96
H -7.91 -11.43 11.01
H -7.23 -11.10 9.46
H -7.22 -13.71 10.95
H -6.09 -12.96 9.87
O -11.63 -13.12 7.35
C -12.23 -13.39 6.36
O -13.46 -13.99 6.38
C -13.97 -14.04 5.05
C -13.12 -13.06 4.24
C -11.77 -13.25 4.91
H -15.03 -13.77 5.07
H -13.91 -15.06 4.66
H -13.46 -12.04 4.45
H -13.19 -13.25 3.17
H -11.02 -12.47 4.90
H -11.29 -14.20 4.67
O -9.02 -11.64 6.56
C -8.56 -10.55 6.47
O -7.95 -10.10 5.33
C -7.24 -8.89 5.62
C -7.26 -8.74 7.15
C -8.56 -9.46 7.52
H -7.80 -8.07 5.16
H -6.23 -8.83 5.23
H -7.16 -7.68 7.40
H -6.45 -9.29 7.64
H -9.40 -8.80 7.34
H -8.57 -9.89 8.51
O -9.33 -14.73 6.07
C -9.02 -15.83 5.72
O -8.91 -16.85 6.58
C -8.69 -18.10 5.90
C -8.17 -17.69 4.51
C -8.75 -16.29 4.29
H -9.65 -18.60 5.82
H -7.94 -18.64 6.47
H -8.37 -18.39 3.70
H -7.08 -17.66 4.52
H -9.66 -16.36 3.71
H -7.97 -15.66 3.88
*
```

Properties
Energy relative to the best compared isomer or geometry (same formula, charge and spin) = 14.8 kcal per mole
E_LUMO (spin up / spin down) = 2.526 / 2.526 eV

Entry 4:
# C14H22AlBrClO7

A structure of composition C14H22AlBrClO7 (wB97M-V/def2-TZVPD, the Open Molecules 2025 dataset).

The geometry in ORCA input format:
```
! wB97M-V def2-TZVPD RIJCOSX def2/J DEFGRID3
* xyz -1 1
C -3.44 -3.84 -1.59
C -2.13 -3.13 -1.39
O -1.43 -3.28 -0.42
O -1.85 -2.32 -2.42
C -0.50 -1.89 -2.54
C -0.46 -0.72 -3.50
C -1.41 0.41 -3.13
C -0.82 1.47 -2.20
C -0.48 0.95 -0.81
C -0.37 2.09 0.18
C 0.66 1.90 1.31
Br 1.02 3.81 1.93
O 1.85 1.49 0.83
Al 2.18 -0.25 1.18
C 4.15 -0.26 1.61
C 4.80 0.58 0.60
O 4.99 0.26 -0.56
Cl 5.33 2.21 1.14
O 0.99 -0.18 2.53
C 0.20 0.93 2.48
O -1.15 0.55 2.23
C 0.17 1.55 3.90
C -1.04 1.13 4.70
O -1.15 0.03 5.21
H -3.34 -4.51 -2.43
H -3.65 -4.39 -0.68
H -4.21 -3.11 -1.78
H -0.07 -1.61 -1.59
H 0.12 -2.69 -2.94
H -0.75 -1.09 -4.48
H 0.55 -0.36 -3.61
H -2.33 0.03 -2.72
H -1.68 0.93 -4.05
H 0.13 1.77 -2.65
H -1.46 2.34 -2.16
H 0.44 0.39 -0.89
H -1.29 0.30 -0.51
H -1.35 2.32 0.60
H -0.04 2.97 -0.35
H 1.70 -1.28 0.06
H 4.29 0.17 2.59
H 4.60 -1.24 1.55
H -1.13 -0.12 1.55
H 1.02 1.18 4.45
H 0.19 2.63 3.89
H -1.81 1.90 4.87
*
```

Properties
E_LUMO = 2.639 eV

Entry 5:
# C14H22AsN3O3S4SbW

A structure of composition C14H22AsN3O3S4SbW (wB97M-V/def2-TZVPD, the Open Molecules 2025 dataset).

The geometry in ORCA input format:
```
! wB97M-V def2-TZVPD RIJCOSX def2/J DEFGRID3
* xyz 0 2
W -8.32 -11.47 0.30
N -10.51 -7.62 0.99
C -9.82 -8.80 1.00
S -9.04 -9.22 -0.57
N -9.67 -9.41 2.13
N -8.93 -10.56 2.15
C -8.81 -11.03 3.38
C -8.37 -12.34 3.77
C -8.40 -12.75 5.12
C -8.11 -14.04 5.52
C -7.81 -15.00 4.53
C -7.92 -14.69 3.18
C -8.23 -13.36 2.79
O -8.66 -13.18 1.55
H -10.94 -7.35 0.16
H -11.19 -7.53 1.80
H -9.32 -10.35 4.12
H -8.72 -11.97 5.84
H -8.19 -14.32 6.53
H -7.61 -15.99 4.86
H -7.86 -15.41 2.37
S -5.29 -14.54 -1.27
Sb -7.23 -14.29 -2.32
S -8.59 -12.36 -2.01
S -6.19 -12.03 0.85
C -11.40 -13.29 2.69
As -10.98 -13.26 0.87
C -10.39 -15.01 0.53
C -12.70 -13.36 0.07
O -10.36 -11.78 0.31
H -12.22 -12.59 2.92
H -10.49 -13.05 3.22
H -11.77 -14.28 3.06
H -11.24 -15.54 0.12
H -10.11 -15.51 1.45
H -9.44 -15.06 -0.03
H -13.14 -14.28 0.44
H -12.60 -13.33 -1.01
H -13.27 -12.49 0.34
C -4.86 -9.24 0.83
O -6.10 -9.40 0.14
C -6.36 -10.69 -0.31
C -5.66 -10.95 -1.65
H -4.87 -9.83 1.79
H -4.73 -8.19 0.93
H -4.09 -9.67 0.20
H -6.25 -10.50 -2.45
H -5.63 -12.03 -1.81
H -4.70 -10.48 -1.79
*
```

Properties
Energy relative to the best compared isomer or geometry (same formula, charge and spin) = 4.1 kcal per mole
E_LUMO (spin up / spin down) = -1.142 / -1.153 eV